{"formula": "C62H139O36P5S8", "method": "ωB97M-V/def2-TZVPD", "elements": ["C", "C", "C", "S", "O", "O", "C", "H", "H", "H", "H", "H", "H", "H", "H", "C", "C", "C", "S", "O", "O", "C", "H", "H", "H", "H", "H", "H", "H", "H", "C", "C", "C", "S", "O", "O", "C", "H", "H", "H", "H", "H", "H", "H", "H", "C", "C", "C", "S", "O", "O", "C", "H", "H", "H", "H", "H", "H", "H", "H", "C", "C", "C", "S", "O", "O", "C", "H", "H", "H", "H", "H", "H", "H", "H", "C", "C", "C", "S", "O", "O", "C", "H", "H", "H", "H", "H", "H", "H", "H", "C", "C", "C", "S", "O", "O", "C", "H", "H", "H", "H", "H", "H", "H", "H", "C", "C", "C", "S", "O", "O", "C", "H", "H", "H", "H", "H", "H", "H", "H", "C", "C", "O", "P", "O", "O", "C", "C", "O", "C", "C", "H", "H", "H", "H", "H", "H", "H", "H", "H", "H", "H", "H", "H", "H", "H", "C", "C", "O", "P", "O", "O", "C", "C", "O", "C", "C", "H", "H", "H", "H", "H", "H", "H", "H", "H", "H", "H", "H", "H", "H", "H", "C", "C", "O", "P", "O", "O", "C", "C", "O", "C", "C", "H", "H", "H", "H", "H", "H", "H", "H", "H", "H", "H", "H", "H", "H", "H", "C", "C", "O", "P", "O", "O", "C", "C", "O", "C", "C", "H", "H", "H", "H", "H", "H", "H", "H", "H", "H", "H", "H", "H", "H", "H", "C", "C", "O", "P", "O", "O", "C", "C", "O", "C", "C", "H", "H", "H", "H", "H", "H", "H", "H", "H", "H", "H", "H", "H", "H", "H"], "positions_angstrom": [[-4.22106, 2.91203, 6.08351], [-4.24334, 4.38404, 5.80388], [-4.38288, 5.16825, 7.11611], [-5.45995, 4.18721, 8.26646], [-6.81272, 4.65327, 8.29350], [-4.73499, 3.82993, 9.51013], [-5.40095, 2.71074, 7.12824], [-3.24518, 2.58991, 6.44684], [-4.48022, 2.32342, 5.20347], [-5.13452, 4.61532, 5.22042], [-3.45721, 4.66536, 5.10320], [-4.92206, 6.11344, 7.05289], [-3.43295, 5.44302, 7.57463], [-6.33000, 2.81601, 6.56798], [-5.38968, 1.78990, 7.71137], [4.99636, 3.74122, 3.78604], [5.18492, 2.77136, 2.57463], [3.84335, 2.22015, 2.14902], [2.83553, 2.10662, 3.67346], [2.69105, 0.69032, 4.11875], [1.74699, 2.99653, 3.52766], [4.15463, 2.91347, 4.74942], [4.43336, 4.61764, 3.46508], [5.94366, 4.13312, 4.15633], [5.94602, 2.00122, 2.70000], [5.50030, 3.44511, 1.77795], [3.91309, 1.21913, 1.72334], [3.37320, 2.85451, 1.39758], [4.73311, 2.09159, 5.17131], [3.55599, 3.42755, 5.50138], [1.14615, -4.79010, -1.31197], [2.73416, -4.47453, -1.20140], [3.50717, -5.83110, -1.15424], [2.24747, -7.20157, -1.35787], [1.79036, -7.66359, -0.07724], [2.72987, -8.16589, -2.37832], [0.95636, -6.08291, -2.05571], [0.69675, -3.96793, -1.86892], [0.69148, -4.90718, -0.32827], [2.95173, -3.78634, -0.38460], [3.02120, -3.90471, -2.08515], [4.02497, -6.15282, -0.25065], [4.08712, -6.04739, -2.05143], [-0.05860, -6.47020, -1.96650], [1.25473, -5.92567, -3.09222], [-6.41502, 0.94203, 3.18885], [-6.88623, -0.40660, 2.67300], [-6.21810, -0.55287, 1.28433], [-6.50745, 1.08459, 0.48555], [-7.69892, 0.94974, -0.37850], [-5.19496, 1.50821, 0.02584], [-6.93604, 1.93618, 2.15111], [-5.32821, 1.00645, 3.24183], [-6.83354, 1.18441, 4.16567], [-7.96454, -0.55120, 2.60640], [-6.40280, -1.21003, 3.22877], [-6.71077, -1.24969, 0.60622], [-5.14277, -0.72403, 1.33391], [-7.97741, 2.22513, 2.29306], [-6.34086, 2.84873, 2.18431], [5.83040, -4.45687, -4.97753], [6.99796, -3.49449, -5.20825], [6.89392, -2.34202, -4.13784], [5.10925, -2.03104, -3.90409], [4.77154, -0.83846, -4.60186], [4.70001, -2.20079, -2.50865], [4.57092, -3.50419, -4.79612], [5.97750, -4.80780, -3.95610], [5.62929, -5.19329, -5.75556], [6.93272, -3.12035, -6.22995], [7.87897, -4.13565, -5.23709], [7.39981, -1.39628, -4.33209], [7.19750, -2.72904, -3.16513], [4.12831, -3.18343, -5.73915], [3.63795, -3.89706, -4.39199], [1.34252, -5.01654, 3.58457], [1.63879, -3.72150, 2.93237], [1.40077, -2.64390, 4.06221], [2.12233, -3.51435, 5.58326], [1.14328, -3.32313, 6.63414], [3.52057, -3.12974, 5.74928], [2.02236, -5.23338, 4.88134], [1.62742, -5.87843, 2.98119], [0.25866, -5.01173, 3.69997], [1.01486, -3.47594, 2.07302], [2.66639, -3.66533, 2.57323], [0.33407, -2.49825, 4.23263], [1.96504, -1.71227, 4.10401], [1.56256, -5.99810, 5.50736], [3.06386, -5.48201, 4.67745], [-0.76969, 0.30911, 7.31142], [-0.47910, 0.85660, 8.68481], [-0.47418, 2.45294, 8.61864], [0.33694, 2.74916, 6.98985], [1.78353, 3.09087, 7.05488], [-0.60252, 3.59989, 6.22674], [0.20759, 1.00744, 6.32649], [-1.79942, 0.56490, 7.06173], [-0.62955, -0.76762, 7.21600], [0.51475, 0.57086, 9.02934], [-1.26543, 0.65711, 9.41280], [0.07863, 2.96325, 9.40736], [-1.50072, 2.81855, 8.59295], [1.24773, 0.68964, 6.39859], [-0.09139, 1.01351, 5.27832], [0.46586, 4.10469, 0.42939], [-0.32611, 3.80235, -0.79687], [0.58720, 3.32791, -1.86749], [2.24573, 4.09940, -1.54899], [2.55781, 5.09888, -2.60808], [3.10772, 2.90366, -1.26199], [1.67584, 4.87390, 0.05674], [0.82672, 3.19473, 0.90879], [-0.16523, 4.62496, 1.14990], [-0.91403, 4.65687, -1.13188], [-1.06280, 3.01592, -0.63272], [0.30130, 3.67101, -2.86180], [0.69859, 2.24370, -1.88119], [1.37650, 5.88309, -0.22616], [2.58624, 4.95239, 0.65097], [-8.09406, -4.53419, -5.93357], [-6.90929, -5.19275, -5.16122], [-7.00032, -4.89228, -3.76854], [-6.01282, -3.76571, -3.10430], [-6.39087, -3.48686, -1.69338], [-6.25382, -2.51473, -4.14562], [-5.55388, -1.26735, -4.21243], [-6.00595, -0.36735, -3.00178], [-4.57389, -4.41124, -3.34019], [-4.30928, -5.54395, -2.56468], [-2.83863, -6.03578, -2.73969], [-8.07478, -3.45846, -5.75884], [-7.90107, -4.78094, -6.97758], [-9.07500, -4.83840, -5.56844], [-6.98758, -6.27594, -5.25425], [-5.96141, -4.78939, -5.51749], [-4.48247, -1.44360, -4.30795], [-5.88195, -0.68771, -5.07527], [-5.70972, -0.84849, -2.06965], [-5.51126, 0.59918, -2.90582], [-7.05573, -0.08855, -2.91043], [-4.59756, -5.41618, -1.52129], [-4.85903, -6.36471, -3.02538], [-2.63579, -6.35612, -3.76162], [-2.13920, -5.26928, -2.40597], [-2.70425, -6.96998, -2.19442], [6.74479, 0.96393, -1.17905], [7.11137, -0.35015, -0.51022], [7.08347, 0.02367, 0.89983], [8.27537, -0.55962, 1.84802], [9.44653, -1.10794, 1.14175], [8.59625, 0.68821, 2.84036], [9.19351, 1.84435, 2.35046], [9.81312, 2.44916, 3.63880], [7.59116, -1.65156, 2.84595], [6.37692, -1.21471, 3.48168], [5.18041, -1.85100, 2.77900], [7.52329, 1.69549, -0.96259], [6.82408, 0.67824, -2.22795], [5.75608, 1.38543, -0.99771], [6.47165, -1.21304, -0.69540], [7.99916, -0.86367, -0.87932], [9.96020, 1.70864, 1.58767], [8.44224, 2.34244, 1.73761], [10.14982, 3.48285, 3.55992], [9.14792, 2.30602, 4.49034], [10.72111, 1.87939, 3.83628], [6.45293, -1.64764, 4.47913], [6.22645, -0.13867, 3.56872], [4.98087, -1.37453, 1.81917], [5.38267, -2.89145, 2.52474], [4.27641, -1.86148, 3.38792], [-0.02435, 7.44154, -2.37226], [-1.30200, 8.08684, -1.82981], [-2.43571, 7.53866, -2.43010], [-3.87266, 7.90125, -1.77746], [-4.21591, 9.30667, -1.65421], [-4.84968, 6.91250, -2.67757], [-5.04306, 7.08335, -4.06496], [-5.86965, 8.30520, -4.44983], [-3.82479, 7.10407, -0.38112], [-3.70774, 5.66712, -0.34565], [-4.04015, 5.21446, 1.01282], [0.81822, 7.48221, -1.68197], [-0.23571, 6.38958, -2.56415], [0.34583, 7.91040, -3.28398], [-1.36089, 7.87658, -0.76189], [-1.29557, 9.16032, -2.01875], [-4.05074, 7.13749, -4.51270], [-5.51279, 6.13744, -4.33457], [-5.95968, 8.28324, -5.53588], [-6.83579, 8.27492, -3.94607], [-5.39907, 9.18413, -4.00923], [-4.38071, 5.18920, -1.05754], [-2.66547, 5.39458, -0.51145], [-3.95020, 4.13210, 1.10500], [-3.51380, 5.71025, 1.82846], [-5.10598, 5.41298, 1.12548], [3.51079, -4.41029, -8.29800], [2.12996, -3.77090, -8.41736], [1.95205, -2.96333, -7.31484], [1.08241, -3.51492, -6.03612], [1.26376, -4.98152, -5.69446], [1.67873, -2.54668, -4.88216], [1.51046, -1.17325, -4.84170], [0.62375, -0.91077, -3.64925], [-0.44248, -3.03216, -6.23861], [-1.48401, -3.97408, -6.26789], [-2.90664, -3.40669, -6.25602], [3.53740, -5.18763, -9.06163], [4.31693, -3.69795, -8.47359], [3.54330, -4.93900, -7.34536], [2.14193, -3.16959, -9.32641], [1.38226, -4.54673, -8.58206], [2.50408, -0.72514, -4.83977], [0.99253, -0.86795, -5.75089], [0.34911, 0.11656, -3.41001], [-0.27215, -1.53133, -3.63019], [1.14245, -1.19376, -2.73331], [-1.41905, -4.69719, -7.08090], [-1.41082, -4.52338, -5.32928], [-3.10746, -2.74791, -7.10089], [-3.70464, -4.14590, -6.18624], [-3.11510, -2.81151, -5.36698], [2.49443, -0.40163, -0.26409], [1.56763, -0.40884, 0.92972], [0.46293, -1.13381, 0.46001], [-0.98706, -0.42570, 0.23685], [-1.16051, 0.20154, -1.08663], [-1.17300, 0.49278, 1.53711], [-2.35682, 1.26012, 1.53510], [-2.16462, 2.29580, 2.60383], [-1.99471, -1.62369, 0.54295], [-2.16164, -2.63176, -0.46997], [-2.94834, -2.30699, -1.69774], [2.08812, 0.17614, -1.09427], [3.45658, 0.08498, -0.10418], [2.80650, -1.36673, -0.66321], [1.97176, -0.93988, 1.79155], [1.30798, 0.62309, 1.16598], [-2.37573, 1.84701, 0.61679], [-3.23566, 0.63884, 1.70765], [-2.93663, 3.06357, 2.65514], [-2.17817, 1.76265, 3.55444], [-1.20168, 2.77117, 2.41713], [-1.18272, -3.07494, -0.65275], [-2.78605, -3.44105, -0.09147], [-2.86024, -3.10253, -2.43764], [-3.96717, -1.94027, -1.57279], [-2.49005, -1.47038, -2.22515]], "forces_ev_per_angstrom": [[-1.23, -0.68, 1.53], [-0.83, 0.81, -0.60], [-0.04, 0.82, 0.54], [2.87, -2.71, -0.15], [-0.21, 0.61, 0.17], [-1.15, 0.98, -1.83], [0.62, 0.57, -0.36], [-0.06, -0.03, 0.18], [0.18, 0.03, -0.08], [-0.36, -0.14, -0.03], [0.50, 0.34, 0.67], [-0.07, -0.01, -0.48], [0.02, -0.56, 0.28], [-0.13, -0.23, 0.09], [0.04, 0.16, 0.00], [-0.67, -1.05, -0.33], [0.40, 1.71, -0.45], [-0.29, -0.86, 0.15], [3.74, -2.13, 0.92], [-0.26, 2.29, -0.91], [-2.07, 0.81, -0.03], [-0.88, -0.26, -0.22], [-0.14, 0.01, -0.14], [-0.02, -0.41, 0.28], [-0.07, 0.07, 0.31], [0.44, -0.39, -0.34], [0.03, -0.01, 0.09], [-0.30, 0.01, 0.30], [-0.13, 0.00, 0.13], [0.28, 0.05, 0.11], [1.49, 0.44, 0.46], [-1.05, -0.91, -0.20], [-1.32, -0.81, -0.48], [0.20, 0.19, -2.38], [0.02, -0.21, 0.52], [-0.79, 1.57, 1.84], [0.97, -0.21, -0.26], [-0.16, 0.04, 0.20], [0.06, 0.37, 0.14], [-0.06, -0.37, 0.27], [0.03, -0.28, -0.09], [0.13, 0.51, 0.00], [0.38, 0.43, 0.21], [0.30, -0.35, -0.02], [-0.21, -0.30, -0.24], [-1.16, 0.39, -0.37], [1.81, -1.23, -0.63], [-1.22, 0.98, -0.45], [-1.22, -1.51, 1.07], [1.94, 0.83, 1.05], [-0.82, 0.69, -0.24], [1.16, 0.52, -0.69], [0.05, -0.21, 0.02], [0.07, -0.02, 0.07], [0.08, 0.22, 0.19], [-0.58, -0.13, 0.50], [0.15, -0.21, 0.14], [-0.09, 0.05, 0.03], [-0.07, -0.47, -0.46], [-0.03, 0.10, -0.29], [-1.79, 2.40, 1.43], [-0.35, 0.09, -0.65], [-0.11, -1.25, 0.06], [0.20, -2.17, 0.66], [-0.39, 1.11, -0.50], [0.67, 0.38, -0.90], [-0.24, -0.41, -1.09], [0.04, -1.10, -0.25], [0.32, -0.08, 0.35], [-0.09, 0.46, 0.03], [0.51, 0.62, 0.65], [-0.09, -0.19, -0.24], [0.25, 0.02, 0.03], [0.76, 0.42, -0.45], [0.52, -0.37, 0.93], [-1.49, -1.55, -0.98], [0.89, 2.57, 0.37], [1.22, -1.64, 0.60], [-0.82, 0.28, -0.91], [0.53, -0.14, 0.25], [-1.17, -0.38, -0.07], [1.23, 1.20, 0.69], [-0.35, 0.06, -0.46], [-0.18, -0.47, 0.21], [-0.18, -0.28, 0.04], [0.22, 0.04, 0.09], [0.13, 0.03, 0.18], [-0.14, 0.09, -0.63], [-0.01, 0.48, 0.23], [0.09, -0.11, 0.28], [0.58, 0.40, -0.99], [0.18, 1.98, 0.91], [0.68, -1.42, -0.80], [-0.19, 0.52, -1.57], [-2.47, -0.38, 0.32], [1.24, -0.68, 0.86], [-0.09, 0.88, 1.13], [-0.08, -0.10, -0.26], [-0.12, -0.03, 0.26], [-0.18, -0.36, 0.20], [0.29, -0.62, 0.07], [0.09, -0.25, -0.09], [0.16, 0.20, -0.35], [-0.15, -0.45, 0.05], [-0.05, 0.28, 0.15], [0.22, -0.80, 1.69], [-1.26, -0.30, -0.48], [1.07, 0.40, -1.27], [-0.52, -1.60, -0.92], [-0.12, -1.75, 2.25], [-0.75, 2.71, -0.29], [1.23, 1.31, -1.89], [-0.36, -0.32, 0.14], [0.26, 0.12, 0.19], [0.27, 0.25, 0.02], [-0.04, -0.03, 0.26], [-0.02, -0.09, -0.01], [0.26, 0.09, 0.10], [0.23, 0.15, -0.13], [-0.40, -0.34, 0.49], [1.16, -0.07, 0.76], [-1.29, 0.78, -0.24], [0.79, 1.29, 1.19], [-2.84, 0.51, -0.13], [0.86, -0.36, -1.53], [0.78, -2.00, 0.44], [-0.98, 1.72, 1.53], [1.21, -0.32, 0.48], [-0.16, 1.95, -0.76], [1.41, -2.57, -0.28], [-0.83, 0.50, 0.19], [0.26, 0.04, -0.31], [-0.54, 0.18, -0.13], [0.16, -0.53, -0.19], [0.35, 0.02, -0.03], [0.03, -0.36, -0.40], [0.00, 0.16, 0.37], [-0.09, -0.76, -0.48], [-0.30, -0.24, 0.06], [0.45, 0.02, -0.66], [-0.16, -0.68, -0.52], [0.06, 0.14, -0.06], [-0.62, -0.06, 0.45], [-0.05, 0.55, -0.23], [0.22, -0.20, -0.07], [-0.04, 0.22, 0.50], [0.72, -1.26, -1.26], [-1.07, 0.29, 0.34], [1.68, -1.34, 1.03], [0.11, -0.45, 0.54], [-0.82, 0.39, 0.25], [-1.09, -2.95, -0.62], [0.66, 1.37, 0.06], [0.13, 0.17, -0.89], [0.73, 2.23, -1.33], [-1.14, -1.42, 0.57], [0.00, -0.19, -0.43], [-0.08, 0.05, -0.01], [-0.23, 0.69, -0.48], [0.03, -0.35, 0.27], [-1.25, 0.50, 0.32], [1.04, 1.13, 0.54], [0.46, -0.76, 0.26], [-0.34, 0.98, 0.72], [-0.33, 0.10, -0.13], [-0.09, 0.21, -0.16], [-0.08, -0.17, 0.07], [-0.10, 0.29, 0.13], [0.50, 0.07, -0.15], [-0.10, 0.27, 0.01], [0.25, -0.12, 0.22], [0.10, 0.33, 0.13], [-0.25, -0.07, -0.22], [1.57, 0.49, 0.53], [-1.76, -0.35, -0.73], [-0.31, -2.78, -0.74], [0.06, 0.16, 0.00], [1.20, 1.55, 2.49], [0.14, -0.01, -0.49], [0.19, -0.64, 0.97], [-0.55, 0.50, -0.83], [0.99, 0.12, -0.26], [-1.49, -0.33, 1.11], [-0.22, 0.14, 0.24], [0.14, -0.04, -0.14], [-0.28, -0.11, -0.14], [0.05, 0.29, 0.24], [0.05, 0.10, 0.31], [-0.01, -0.07, -0.35], [-0.06, 0.16, -0.44], [-0.11, 0.51, 0.10], [-0.23, -0.25, -0.34], [0.21, 0.22, -0.64], [0.25, 0.18, -0.20], [-0.01, 0.14, -0.66], [0.24, -0.02, -0.14], [0.20, 0.03, -0.21], [-0.15, 0.08, 0.47], [-0.84, -0.80, -0.52], [1.56, -1.02, -1.81], [-2.15, 0.60, 2.70], [1.40, -0.86, 1.06], [-0.45, 2.97, -0.86], [-0.23, -3.60, -1.34], [-1.20, 1.69, -0.39], [0.36, 0.34, 1.41], [1.42, 0.77, -0.64], [-1.86, -1.67, 1.18], [0.16, 1.29, 0.10], [0.40, -0.03, -0.16], [-0.04, -0.06, 0.32], [0.38, 0.20, 0.11], [-0.31, 0.35, 0.12], [-0.26, 0.03, 0.47], [-0.23, 0.21, 0.31], [0.07, 0.34, -0.15], [-0.09, 0.15, -0.64], [-0.13, 0.11, -0.49], [0.30, -0.26, 0.04], [0.47, 0.19, -0.16], [0.11, -0.46, -0.10], [0.01, -0.12, -0.18], [0.47, -0.53, -0.39], [0.46, 0.19, 0.15], [1.51, 0.59, -0.46], [1.41, 0.19, -1.11], [-3.30, 0.06, 0.24], [1.04, -0.94, 0.17], [0.21, 0.12, 0.76], [0.85, -1.42, -0.94], [-0.40, 1.85, -0.07], [-0.08, -0.30, 0.81], [-0.19, 0.33, -0.39], [-0.68, -1.44, 0.25], [1.00, 2.07, -1.65], [-0.37, -0.08, 0.06], [0.08, 0.22, 0.47], [-0.50, -0.33, 0.25], [0.02, 0.25, 0.10], [-0.08, -0.04, 0.41], [-0.65, -0.63, -0.47], [0.03, 0.00, -0.36], [-0.09, -0.14, -0.25], [0.38, 0.33, 0.33], [0.01, 0.06, 0.39], [0.05, 0.16, -0.39], [0.37, 0.01, 1.20], [-0.37, -0.27, 0.44], [-0.11, -0.71, 0.51], [0.26, 0.25, -0.04]], "total_charge": 0, "homo_lumo_gap_ev": 10.20, "homo_energy_ev": -10.11, "total_energy_ev": -273391.8606, "e_above_lowest_kj_mol": 0.0, "fmax_ev_per_a": 4.41, "lumo_ev": 0.1}